Entry 1:
Molecular formula: CH3NO
Method: DFT, wB97M-V/def2-TZVPD

Last columns: bonded neighbours and bond lengths (Å).
Atoms and positions in Å:
1 C -0.0508 0.0111 -0.0520  O2 1.333, N3 1.268, H6 1.137
2 O 0.6802 -1.1013 0.0128  C1 1.333, H4 0.969
3 N -1.3175 -0.0060 0.0037  C1 1.268, H5 1.057
4 H 1.6305 -0.9123 0.0095  O2 0.969
5 H -1.4959 1.0362 0.0155  N3 1.057
6 H 0.5535 0.9722 0.0104  C1 1.137

SMILES	[H]/N=C/O
frontier orbital gap	0.409	Ha
F_max	2.05	eV/Å
net charge	0
HOMO level	-10.55	eV
electronic energy	-4622.527	eV

Entry 2:
Molecular formula: CH3NO2
Method: DFT, wB97M-V/def2-TZVPD

Last columns: bonded neighbours and bond lengths (Å).
Atoms and positions in Å:
1 C -0.7127 0.4322 -0.1007  H4 1.079, N5 1.414, O7 1.195
2 H 1.9576 0.0731 0.9552  O6 1.119
3 H 0.2184 -1.1814 -0.4212  N5 0.967
4 H -0.6197 1.4848 0.1157  C1 1.079
5 N 0.4169 -0.3928 0.1028  C1 1.414, H3 0.967, O6 1.422
6 O 1.7168 0.1318 -0.1362  H2 1.119, N5 1.422
7 O -1.7416 -0.1593 0.0406  C1 1.195

SMILES	O=CNO
frontier orbital gap	0.403	Ha
F_max	5.39	eV/Å
net charge	0
HOMO level	-10.32	eV
electronic energy	-6667.925	eV

Entry 3:
Molecular formula: CH3NO2
Method: DFT, wB97M-V/def2-TZVPD

Last columns: bonded neighbours and bond lengths (Å).
Atoms and positions in Å:
1 N 0.8243 -0.8101 0.4996  C2 1.303, H5 1.049, H6 0.981
2 C 0.0646 0.0961 -0.0473  N1 1.303, O3 1.342, O4 1.186
3 O -1.2342 -0.2314 0.0369  C2 1.342, H7 0.951
4 O 0.3855 1.1187 -0.5551  C2 1.186
5 H 0.4259 -1.7131 0.8559  N1 1.049
6 H 1.7975 -0.7365 0.6033  N1 0.981
7 H -1.5914 0.4462 -0.5273  O3 0.951

SMILES	NC(=O)O
frontier orbital gap	0.418	Ha
F_max	4.51	eV/Å
net charge	0
HOMO level	-10.62	eV
electronic energy	-6671.413	eV

Entry 4:
Molecular formula: CH3NO2S
Method: DFT, wB97M-V/def2-TZVPD

Last columns: bonded neighbours and bond lengths (Å).
Atoms and positions in Å:
1 C -2.2575 -0.3214 -0.1756  N2 1.257, H6 1.075, H7 1.088
2 N -1.0588 0.0563 -0.1856  C1 1.257, O4 1.226
3 O 3.4161 -0.5243 0.5596  S5 1.469
4 O 0.0758 -0.3865 -0.3232  N2 1.226
5 S 2.8329 0.5563 -0.2464  O3 1.469, H8 1.402
6 H -3.0140 0.4246 -0.0116  C1 1.075
7 H -2.5630 -1.3546 -0.3240  C1 1.088
8 H 2.5684 1.5496 0.7068  S5 1.402

frontier orbital gap (spin up / spin down)	0.339 / 0.295	Ha
F_max	1.60	eV/Å
net charge	0
HOMO level (spin up / spin down)	-9.92 / -8.84	eV
electronic energy	-17501.111	eV

Entry 5:
Molecular formula: CH3NO2S
Method: DFT, wB97M-V/def2-TZVPD

Last columns: bonded neighbours and bond lengths (Å).
Atoms and positions in Å:
1 C 1.0970 0.3331 -0.5706  S5 1.843, H6 1.195, H7 1.166, H8 1.115
2 N -1.3929 -0.4128 0.6163  O3 1.271, O4 1.168, S5 1.800
3 O -0.5928 -0.6729 1.5695  N2 1.271
4 O -2.5601 -0.4063 0.6691  N2 1.168
5 S -0.7099 0.2332 -0.9190  C1 1.843, N2 1.800
6 H 1.1286 -0.1173 0.5355  C1 1.195
7 H 1.5087 1.4238 -0.5869  C1 1.166
8 H 1.5215 -0.3809 -1.3138  C1 1.115

SMILES	CS[N+](=O)[O-]
frontier orbital gap	0.377	Ha
F_max	5.04	eV/Å
net charge	0
HOMO level	-10.25	eV
electronic energy	-17502.212	eV

Entry 6:
Molecular formula: CH3NO2S
Method: DFT, wB97M-V/def2-TZVPD

Last columns: bonded neighbours and bond lengths (Å).
Atoms and positions in Å:
1 C -0.1441 -0.1831 1.2491  O3 1.355, S5 2.009, H6 1.115
2 N -0.1450 -0.1848 -1.5243  S5 1.750, H7 1.028, H8 1.027
3 O -0.9106 -1.2586 1.5527  C1 1.355
4 O 0.6092 1.9278 -0.3178  S5 1.427
5 S -0.4994 1.0289 -0.3137  C1 2.009, N2 1.750, O4 1.427
6 H 0.8061 -0.0835 1.8238  C1 1.115
7 H 0.8735 -0.2565 -1.4025  N2 1.028
8 H -0.5898 -0.9901 -1.0673  N2 1.027

frontier orbital gap	0.329	Ha
F_max	8.61	eV/Å
net charge	0
HOMO level	-9.77	eV
electronic energy	-17503.009	eV

Entry 7:
Molecular formula: CH3NO2S
Method: DFT, wB97M-V/def2-TZVPD

Last columns: bonded neighbours and bond lengths (Å).
Atoms and positions in Å:
1 C -1.0477 -0.6483 0.5320  S5 1.822, H6 1.104, H7 1.055, H8 1.079
2 N 1.4123 0.9520 -0.6017  O3 1.184, O4 1.205
3 O 1.8366 1.7425 -1.3745  N2 1.184
4 O 1.8032 0.4145 0.4029  N2 1.205
5 S -0.9593 -0.4560 -1.2775  C1 1.822
6 H 0.0242 -0.4616 0.7165  C1 1.104
7 H -1.3324 -1.6469 0.7181  C1 1.055
8 H -1.7369 0.1037 0.8843  C1 1.079

frontier orbital gap (spin up / spin down)	0.236 / 0.235	Ha
F_max	2.50	eV/Å
net charge	0
HOMO level (spin up / spin down)	-9.35 / -9.32	eV
electronic energy	-17500.264	eV

Entry 8:
Molecular formula: CH3NO2S
Method: DFT, wB97M-V/def2-TZVPD

Last columns: bonded neighbours and bond lengths (Å).
Atoms and positions in Å:
1 C 0.6861 -0.0634 0.7465  N2 1.446, S5 1.775, H6 1.082, H7 1.100
2 N 0.4870 0.0697 -0.6798  C1 1.446, S5 1.578
3 O -1.3433 1.7218 -0.0258  S5 1.426
4 O -1.7368 -0.7831 0.1017  S5 1.439
5 S -0.8829 0.3740 0.0412  C1 1.775, N2 1.578, O3 1.426, O4 1.439
6 H 0.4693 -0.9838 1.2727  C1 1.082
7 H 1.5533 0.4389 1.2000  C1 1.100
8 H 0.7673 -0.7741 -2.6565  no bonds

frontier orbital gap (spin up / spin down)	0.375 / 0.293	Ha
F_max	1.72	eV/Å
2S+1	3
net charge	0
HOMO level (spin up / spin down)	-9.63 / -10.80	eV
electronic energy	-17498.388	eV

The calculation returns the following ΔE to the lowest compared entry with this formula, charge and spin values, one per record and in order: 86.26 360.77 24.22 420.62 314.31 237.44 502.27 385.74 kJ/mol.